(1)
ORCA calculation (the ωB97M-V functional and the def2-TZVPD basis) on a cluster of 2 separate species, C5H10O in total.

Computed properties:
- Frontier orbital gap: 11.03 eV
- ΔE to the lowest compared entry with this formula, charge and spin: 186.32 kJ/mol
- E: -271.68165 Eh
- Strongest force on any atom: 0.51 eV/A
- SMILES string: CC1CC1.C=O
- HOMO level: -10.1 eV
- Total charge: 0

Positions of all 16 atoms, in Å:
O1 -0.417 -1.915 2.015
C1 -0.442 -0.744 2.293
C2 -0.272 -0.020 -0.613
C3 -0.006 1.333 0.014
C4 -0.135 1.184 -1.480
C5 0.767 -1.103 -0.772
H1 0.780 -1.841 0.037
H2 -1.394 -0.183 2.388
H3 0.480 -0.146 2.432
H4 -1.282 -0.389 -0.451
H5 0.982 1.542 0.428
H6 -0.828 1.836 0.526
H7 -1.020 1.548 -1.992
H8 0.792 1.263 -2.043
H9 1.760 -0.651 -0.872
H10 0.539 -1.614 -1.714

---

(2)
ORCA calculation (the ωB97M-V functional and the def2-TZVPD basis) on a cluster of 2 separate species, C5H10O in total.

Computed properties:
- Frontier orbital gap (alpha / beta): 9.18 / 4.52 eV
- ΔE to the lowest compared entry with this formula, charge and spin: 98.16 kJ/mol
- E: -271.34769 Eh
- Strongest force on any atom: 0.95 eV/A
- Expectation value of S²: 0.756
- Spin multiplicity: 2
- HOMO level (alpha / beta): -14.4 / -13.7 eV
- Total charge: +1

Positions of all 16 atoms, in Å:
C1 1.717 -0.979 -0.631
C2 1.288 0.089 0.260
C3 1.695 0.159 1.594
H1 1.061 -1.093 -1.497
H2 1.822 -1.932 -0.115
H3 2.684 -0.650 -1.054
H4 0.544 0.798 -0.074
H5 1.611 1.019 2.241
H6 2.257 -0.678 1.994
O1 -2.273 -1.291 0.047
C4 -1.868 -0.173 0.125
C5 -2.233 0.935 -0.807
H7 -1.270 0.098 1.044
H8 -3.240 1.275 -0.549
H9 -1.580 1.802 -0.735
H10 -2.217 0.620 -1.846

---

(3)
ORCA calculation (the ωB97M-V functional and the def2-TZVPD basis) on the ion C5H10O with charge +1.

Computed properties:
- Frontier orbital gap (alpha / beta): 8.79 / 5.50 eV
- ΔE to the lowest compared entry with this formula, charge and spin: 180.98 kJ/mol
- E: -271.31615 Eh
- Strongest force on any atom: 5.88 eV/A
- Expectation value of S²: 0.759
- Spin multiplicity: 2
- HOMO level (alpha / beta): -15.3 / -15.3 eV
- Total charge: +1

Positions of all 16 atoms, in Å:
O1 1.872 -1.579 0.084
C1 0.719 -1.358 0.454
C2 -0.547 -0.986 -0.269
C3 -0.414 0.358 -1.058
C4 0.044 1.467 -0.116
C5 -1.217 1.657 0.823
H1 0.476 -1.835 1.406
H2 -0.754 -1.834 -0.962
H3 -1.552 -1.018 0.205
H4 0.249 0.215 -1.965
H5 -1.432 0.667 -1.414
H6 0.899 1.530 0.613
H7 0.209 2.443 -0.750
H8 -2.060 1.994 0.309
H9 -1.515 0.955 1.520
H10 -1.017 2.683 1.359

---

(4)
ORCA calculation (the ωB97M-V functional and the def2-TZVPD basis) on a cluster of 2 separate species, C5H10O2 in total.

Computed properties:
- Frontier orbital gap (alpha / beta): 3.51 / 6.87 eV
- ΔE to the lowest compared entry with this formula, charge and spin: 71.22 kJ/mol
- E: -346.90605 Eh
- Strongest force on any atom: 2.12 eV/A
- Expectation value of S²: 0.754
- Spin multiplicity: 2
- HOMO level (alpha / beta): 0.4 / -3.1 eV
- Total charge: -1

Positions of all 17 atoms, in Å:
O1 2.244 0.916 0.224
C1 1.728 0.157 1.133
C2 0.402 0.525 1.736
C3 -0.705 0.169 0.669
C4 -0.835 -1.274 0.304
C5 -0.147 -1.711 -0.747
H1 2.415 -0.544 1.642
H2 0.260 -0.122 2.604
H3 0.343 1.607 1.852
H4 -1.714 0.521 0.929
H5 -0.407 0.799 -0.166
H6 -1.526 -1.953 0.786
H7 -0.110 -2.777 -0.989
H8 0.549 -1.117 -1.329
H9 -1.157 1.943 -2.225
H10 -0.715 0.994 -3.399
O2 -0.624 1.865 -3.021

---

(5)
ORCA calculation (the ωB97M-V functional and the def2-TZVPD basis) on a cluster of 2 separate species, C5H10O2 in total.

Computed properties:
- Frontier orbital gap (alpha / beta): 2.90 / 5.33 eV
- ΔE to the lowest compared entry with this formula, charge and spin: 204.99 kJ/mol
- E: -346.85510 Eh
- Strongest force on any atom: 4.28 eV/A
- Expectation value of S²: 0.767
- Spin multiplicity: 2
- HOMO level (alpha / beta): 0.1 / -2.3 eV
- Total charge: -1

Positions of all 17 atoms, in Å:
C1 -1.197 -1.391 0.671
C2 -0.051 -0.338 0.937
C3 0.848 0.452 0.235
O1 0.630 0.717 -1.131
C4 1.751 1.463 0.874
C5 2.045 1.620 2.252
H1 -0.627 -2.065 0.018
H2 -1.995 -0.992 0.027
H3 -1.716 -1.947 1.499
H4 -0.119 -0.043 1.912
H5 0.595 -0.259 -1.509
H6 2.418 1.855 0.071
H7 1.222 1.457 2.866
H8 2.709 2.345 2.580
H9 -2.069 -1.156 -2.758
H10 -3.326 -1.570 -3.505
O2 -2.814 -1.774 -2.746

---

(6)
ORCA calculation (the ωB97M-V functional and the def2-TZVPD basis) on a cluster of 3 separate species, C5H10O2 in total.

Computed properties:
- Frontier orbital gap: 3.79 eV
- ΔE to the lowest compared entry with this formula, charge and spin: 651.33 kJ/mol
- E: -346.77735 Eh
- Strongest force on any atom: 2.77 eV/A
- HOMO level: -7.6 eV
- Total charge: 0

Positions of all 17 atoms, in Å:
O1 2.386 2.058 0.169
C1 1.511 2.773 -0.360
O2 0.712 2.380 -1.251
C2 -0.545 -0.856 2.119
C3 -0.842 -1.776 1.174
C4 -0.421 -1.696 -0.201
C5 0.498 -0.667 -0.602
H1 1.400 3.800 0.036
H2 -1.057 -0.778 3.073
H3 0.281 -0.148 1.969
H4 -1.695 0.736 -2.509
H5 -1.260 -2.744 1.457
H6 -2.379 0.486 -2.391
H7 -0.816 -2.564 -0.729
H8 0.158 0.282 -0.137
H9 0.575 -0.529 -1.680
H10 1.495 -0.757 -0.138

---

(7)
ORCA calculation (the ωB97M-V functional and the def2-TZVPD basis) on a cluster of 2 separate species, C5H10O2 in total.

Computed properties:
- Frontier orbital gap: 5.59 eV
- ΔE to the lowest compared entry with this formula, charge and spin: 824.41 kJ/mol
- E: -346.71143 Eh
- Strongest force on any atom: 3.29 eV/A
- HOMO level: -9.2 eV
- Total charge: 0

Positions of all 17 atoms, in Å:
C1 -0.681 -1.497 0.692
C2 0.628 -0.814 0.502
C3 0.617 0.764 0.967
O1 0.521 0.639 2.213
C4 -0.495 1.554 0.273
C5 -0.845 1.423 -0.988
H1 -0.913 -1.356 1.756
H2 -0.604 -2.562 0.601
H3 -1.521 -1.115 0.128
H4 1.018 -0.813 -0.562
H5 1.545 1.244 0.628
H6 -0.744 2.475 0.792
H7 -1.268 2.230 -1.572
H8 -0.766 0.484 -1.556
H9 1.327 -0.766 -2.922
H10 1.357 -1.273 1.160
O2 0.824 -0.618 -2.111

---

(8)
ORCA calculation (the ωB97M-V functional and the def2-TZVPD basis) on a cluster of 2 separate species, C5H10O2 in total.

Computed properties:
- Frontier orbital gap (alpha / beta): 7.48 / 8.18 eV
- ΔE to the lowest compared entry with this formula, charge and spin: 421.65 kJ/mol
- E: -346.86483 Eh
- Strongest force on any atom: 1.49 eV/A
- HOMO level (alpha / beta): -8.1 / -8.2 eV
- Total charge: 0

Positions of all 17 atoms, in Å:
C1 0.688 -1.805 1.456
C2 -1.911 -0.311 0.256
O1 -1.150 0.050 -0.709
C3 -0.085 0.849 -0.757
C4 0.658 0.850 -2.050
C5 0.214 1.733 0.330
O2 1.185 2.481 0.360
H1 1.680 -2.256 1.522
H2 0.399 -1.424 2.439
H3 -0.033 -2.558 1.127
H4 -2.715 -0.977 -0.023
H5 -1.734 0.020 1.272
H6 0.729 -0.981 0.736
H7 1.543 1.474 -1.909
H8 0.984 -0.157 -2.334
H9 0.072 1.266 -2.879
H10 -0.523 1.747 1.162

---

(9)
ORCA calculation (the ωB97M-V functional and the def2-TZVPD basis) on the molecule C5H10O2.

Computed properties:
- Frontier orbital gap: 10.82 eV
- ΔE to the lowest compared entry with this formula, charge and spin: 338.16 kJ/mol
- E: -346.89663 Eh
- Strongest force on any atom: 4.17 eV/A
- SMILES string: O=CCCCCO
- HOMO level: -10.0 eV
- Total charge: 0

Positions of all 17 atoms, in Å:
O1 1.232 -3.349 -1.341
C1 1.316 -2.346 -0.644
C2 0.368 -1.266 -0.911
C3 0.682 0.186 -0.645
C4 -0.575 0.978 -0.250
C5 -0.739 1.283 1.225
O2 -2.109 1.627 1.715
H1 2.263 -2.057 -0.062
H2 -0.529 -1.523 -0.108
H3 0.014 -1.225 -1.962
H4 1.207 0.610 -1.634
H5 1.501 0.314 0.175
H6 -0.750 1.932 -0.690
H7 -1.537 0.454 -0.517
H8 -0.278 2.182 1.514
H9 -0.251 0.334 1.576
H10 -1.815 1.866 2.559

---

(10)
ORCA calculation (the ωB97M-V functional and the def2-TZVPD basis) on a cluster of 2 separate species, C5H10O2 in total.

Computed properties:
- Frontier orbital gap: 9.72 eV
- ΔE to the lowest compared entry with this formula, charge and spin: 237.88 kJ/mol
- E: -346.93483 Eh
- Strongest force on any atom: 1.38 eV/A
- SMILES string: C=C/C=C(/C)O.O
- HOMO level: -8.9 eV
- Total charge: 0

Positions of all 17 atoms, in Å:
C1 -1.055 1.597 1.649
C2 -0.883 0.294 1.448
C3 -0.214 -0.288 0.260
C4 1.107 -0.430 0.154
O1 1.926 -0.180 1.219
C5 1.820 -1.180 -0.908
H1 -1.605 2.054 2.451
H2 -0.725 2.294 0.878
H3 -1.000 -0.368 2.302
H4 -0.881 -0.592 -0.522
H5 1.473 0.376 1.871
H6 2.886 -0.952 -0.946
H7 1.378 -1.132 -1.896
H8 1.885 -2.215 -0.569
H9 -1.880 0.392 -1.698
H10 -2.062 -0.246 -3.094
O2 -2.169 0.574 -2.598